Formula: C3H7B2F2IO6P
Source: the OMol25 dataset
Level of theory: ωB97M-V/def2-TZVPD

XYZ file:
```
22
Properties=species:S:1:pos:R:3
O 3.73257 2.37348 0.78306
B 3.15461 2.17540 -0.56076
O 3.51006 0.99899 -1.37857
C 2.03033 3.23237 -1.21669
P 0.30949 2.51660 -0.65233
I -1.85315 1.45838 -0.09162
H 3.30795 1.68284 1.40123
H 4.43925 0.67035 -1.19849
H 2.18426 4.34157 -0.84110
H 2.01881 3.20176 -2.39724
H -0.22765 3.05124 -1.87809
H 0.95641 1.21839 -0.55674
H 0.31537 3.33876 0.55656
B -2.70275 -2.22152 1.19933
O -1.79333 -2.83379 0.22477
C -2.07778 -4.14258 0.18575
O -1.50134 -4.94733 -0.52801
C -3.14764 -4.43532 1.10025
O -3.64169 -5.53287 1.30169
O -3.53796 -3.31107 1.71610
F -3.53283 -1.21955 0.54890
F -1.94299 -1.61612 2.28198
```

Results
Lowest unoccupied orbital energy, eV: 1.89
HOMO level, eV: -6.34
Max |F|, eV Å⁻¹: 4.66
Total charge: -1
E, eV: -39695.066



Formula: C3H7B3ClIO5V
Source: the OMol25 dataset
Level of theory: ωB97M-V/def2-TZVPD

XYZ file:
```
21
Properties=species:S:1:pos:R:3
C 0.78291 -0.73381 2.64933
C -0.82258 -1.04977 2.74779
Cl -1.46023 0.00835 4.17934
C -1.70357 -0.60292 1.44006
B -1.07765 -1.05168 -0.01275
O -0.28936 -2.27615 -0.27213
B 0.80850 -2.04226 -1.23065
O 0.84256 -0.92172 -2.23360
B -0.01330 0.16902 -1.72407
I 0.63650 2.30922 -1.70392
O -1.37214 -0.16150 -1.19054
H 1.34233 -1.25526 1.76361
H 1.05501 0.42074 2.67063
H 1.26900 -1.17855 3.64514
H -1.05393 -2.16909 3.09122
H -1.98675 0.55491 1.50673
H -2.75099 -1.16743 1.53679
H 1.74727 -2.78475 -1.29642
O 2.67172 4.53244 -4.03832
V 1.34881 4.64422 -5.18886
O 0.02590 4.75600 -6.33940
```

Results
Lowest unoccupied orbital energy, eV: -10.20
HOMO level, eV: -12.72
Max |F|, eV Å⁻¹: 5.44
Total charge: +1
E, eV: -61791.744



Formula: C3H7B3O5Pt
Source: the OMol25 dataset
Level of theory: ωB97M-V/def2-TZVPD

XYZ file:
```
19
Properties=species:S:1:pos:R:3
O 1.57114 -2.51361 -1.37813
C 1.70512 -1.61338 -0.50787
O 2.19738 -0.34143 -0.89278
C 2.04331 0.64557 0.15049
C 0.81290 1.67545 -0.17496
B -0.59951 1.03822 0.31912
O -1.79503 1.39429 -0.45806
B -2.13856 0.12916 -1.10780
O -2.52467 -0.94794 -0.17151
B -1.53173 -1.04351 0.91800
O -0.79690 0.11807 1.41986
H 1.37021 -1.83540 0.57664
H 2.99998 1.30035 0.10991
H 1.94972 0.19536 1.20043
H 1.01092 2.72538 0.23252
H 0.77440 1.73506 -1.33028
H -2.06273 -0.03734 -2.28027
H -1.36915 -2.13588 1.35973
Pt -3.61680 -0.48841 2.01495
```

Results
Lowest unoccupied orbital energy, eV: -15.32
HOMO level, eV: -17.79
Max |F|, eV Å⁻¹: 4.93
Total charge: +2
E, eV: -18714.568



Number 1: HOMO-LUMO gap 8.24 eV. Number 2: HOMO-LUMO gap 2.52 eV. Number 3: HOMO-LUMO gap 2.47 eV.